[1]
Molecular formula: C47H52HfN7O2PS4Si
Method: DFT, ωB97M-V/def2-TZVPD

Output
Electronic energy, eV: -125929.4223
Largest force on an atom, eV/Å: 0.8
HOMO-LUMO gap, eV: 6.77
Total charge: 0
Relative energy (zero: lowest compared OMol25 entry of this formula, charge and spin), kcal per mole: 13.5

Each line ends with the Löwdin charge.
Positions of all 115 atoms, in Å:
Hf (-0.347, -0.232, 0.023)  1.247
C (0.514, -2.082, 5.208)  -0.198
Si (-1.006, -1.043, 5.588)  0.526
C (-2.456, -2.140, 6.071)  -0.172
C (-0.554, 0.092, 7.029)  -0.187
C (-1.545, 0.093, 4.168)  -0.239
C (-2.033, 1.363, 4.435)  -0.077
C (-2.366, 2.258, 3.413)  -0.067
C (-2.137, 1.865, 2.112)  -0.164
N (-1.692, 0.645, 1.815)  -0.103
C (-1.464, -0.250, 2.801)  -0.750
S (-0.984, -1.778, 2.178)  0.538
H (0.869, -2.541, 6.135)  0.033
H (1.327, -1.472, 4.803)  0.027
H (0.300, -2.870, 4.488)  -0.006
H (-2.211, -2.764, 6.934)  0.030
H (-2.731, -2.799, 5.245)  0.029
H (-3.333, -1.540, 6.325)  0.030
H (-0.164, -0.504, 7.857)  0.030
H (-1.404, 0.660, 7.411)  0.024
H (0.223, 0.803, 6.738)  0.033
H (-2.145, 1.690, 5.463)  0.096
H (-2.765, 3.238, 3.634)  0.098
H (-2.303, 2.520, 1.262)  0.101
C (0.239, -2.788, -2.198)  -0.125
O (0.131, -1.361, -2.081)  -0.376
C (0.947, -0.669, -3.034)  -0.166
C (2.179, -0.146, -2.329)  -0.201
O (1.747, 0.779, -1.330)  -0.299
C (1.627, 2.112, -1.818)  -0.098
H (1.287, -3.093, -2.203)  0.011
H (-0.241, -3.113, -3.125)  0.085
H (-0.276, -3.229, -1.351)  0.049
H (0.346, 0.151, -3.430)  0.112
H (1.215, -1.351, -3.845)  0.137
H (2.862, 0.341, -3.030)  0.136
H (2.705, -0.956, -1.825)  0.037
H (1.573, 2.129, -2.909)  0.090
H (2.494, 2.695, -1.499)  0.096
H (0.699, 2.532, -1.439)  0.049
N (1.989, 9.724, 3.287)  0.165
C (1.932, 8.591, 3.112)  -0.180
C (1.861, 7.175, 2.892)  -0.225
C (3.019, 6.401, 2.946)  -0.010
C (2.952, 5.039, 2.724)  0.006
C (1.726, 4.443, 2.463)  -0.177
C (0.564, 5.205, 2.423)  0.011
C (0.633, 6.570, 2.626)  -0.007
N (1.651, 3.048, 2.238)  -0.001
C (2.369, 2.058, 2.883)  -0.013
C (1.947, 0.883, 2.355)  -0.118
N (0.987, 1.134, 1.396)  -0.035
C (0.840, 2.440, 1.349)  -0.145
H (3.970, 6.875, 3.149)  0.125
H (3.852, 4.437, 2.734)  0.121
H (-0.390, 4.722, 2.257)  0.113
H (-0.264, 7.172, 2.597)  0.126
H (3.072, 2.278, 3.666)  0.125
H (2.256, -0.122, 2.585)  0.055
H (0.165, 2.960, 0.691)  0.128
N (-1.158, 1.153, -0.987)  -0.189
C (-2.154, 1.716, -1.720)  -0.447
C (-3.482, 1.813, -1.227)  -0.071
C (-4.514, 2.300, -2.011)  -0.105
C (-4.292, 2.720, -3.316)  -0.134
C (-3.004, 2.637, -3.833)  -0.111
C (-1.960, 2.153, -3.061)  -0.062
H (-3.680, 1.444, -0.229)  0.091
H (-5.516, 2.344, -1.599)  0.100
H (-5.105, 3.102, -3.920)  0.094
H (-2.811, 2.952, -4.851)  0.102
H (-0.961, 2.091, -3.477)  0.088
N (-3.139, -3.241, -2.711)  0.129
C (-2.890, -2.029, -2.192)  -0.804
S (-2.543, -1.944, -0.524)  0.629
N (-2.934, -0.964, -2.994)  0.102
C (-3.117, -1.014, -4.412)  -0.238
C (-2.154, -1.614, -5.217)  -0.023
C (-2.327, -1.655, -6.591)  -0.072
C (-3.451, -1.078, -7.166)  -0.084
C (-4.401, -0.464, -6.363)  -0.070
C (-4.240, -0.435, -4.985)  -0.015
H (-3.120, -4.026, -2.082)  0.100
H (-3.501, -3.350, -3.644)  0.110
H (-2.826, -0.052, -2.552)  0.090
H (-1.274, -2.042, -4.756)  0.099
H (-1.577, -2.125, -7.214)  0.107
H (-3.583, -1.102, -8.240)  0.104
H (-5.274, -0.007, -6.809)  0.107
H (-4.967, 0.048, -4.346)  0.115
S (3.780, -3.552, -1.731)  0.235
P (2.849, -3.546, 0.005)  0.111
S (1.987, -1.834, 0.633)  0.315
C (1.556, -4.853, 0.066)  -0.377
C (0.526, -4.781, 1.001)  -0.126
C (-0.460, -5.755, 1.030)  -0.075
C (-0.421, -6.811, 0.127)  -0.093
C (0.610, -6.892, -0.798)  -0.086
C (1.599, -5.916, -0.828)  -0.107
C (3.949, -4.023, 1.385)  -0.372
C (5.223, -4.514, 1.134)  -0.104
C (6.037, -4.907, 2.190)  -0.086
C (5.577, -4.817, 3.494)  -0.093
C (4.301, -4.326, 3.748)  -0.084
C (3.490, -3.927, 2.699)  -0.107
H (0.481, -3.946, 1.689)  0.020
H (-1.263, -5.680, 1.753)  0.106
H (-1.192, -7.572, 0.147)  0.098
H (0.647, -7.716, -1.500)  0.100
H (2.397, -5.958, -1.559)  0.070
H (5.570, -4.578, 0.111)  0.063
H (7.031, -5.284, 1.989)  0.101
H (6.212, -5.124, 4.316)  0.099
H (3.939, -4.250, 4.766)  0.100
H (2.505, -3.523, 2.899)  0.072

---

[2]
Molecular formula: C4H9NO2
Method: DFT, ωB97M-V/def2-TZVPD

Output
Electronic energy, eV: -9872.5462
Largest force on an atom, eV/Å: 6.4
HOMO-LUMO gap, eV: 9.01
Total charge: 0
Relative energy (zero: lowest compared OMol25 entry of this formula, charge and spin), kcal per mole: 173.3

Each line ends with the Löwdin charge.
Positions of all 16 atoms, in Å:
C (0.095, -1.637, -0.769)  0.013
C (1.872, 0.654, 0.397)  -0.061
N (-1.086, 0.541, -0.860)  0.050
C (-0.387, -0.377, -0.117)  -0.483
C (0.384, 0.725, 0.319)  -0.070
O (-1.833, 1.584, -0.350)  -0.048
O (-1.576, -0.613, 1.157)  -0.194
H (-2.579, 1.687, -0.955)  0.111
H (-2.263, -0.105, 1.614)  0.024
H (-0.037, 1.443, 1.014)  0.128
H (0.456, -2.310, 0.008)  0.097
H (0.899, -1.449, -1.477)  0.094
H (-0.737, -2.107, -1.289)  0.092
H (2.219, 1.354, 1.160)  0.079
H (2.241, -0.324, 0.699)  0.082
H (2.333, 0.935, -0.552)  0.087

---

[3]
Molecular formula: C7H14FINO8S2
Method: DFT, ωB97M-V/def2-TZVPD

Output
Electronic energy, eV: -57841.6903
Largest force on an atom, eV/Å: 4.7
HOMO-LUMO gap, eV: 4.99
Total charge: -1

Each line ends with the Löwdin charge.
Positions of all 34 atoms, in Å:
C (4.539, -4.161, -1.993)  -0.161
C (3.174, -4.496, -1.300)  -0.347
C (1.911, -3.931, -2.031)  -0.831
I (1.863, -1.742, -1.671)  0.529
N (0.761, -4.533, -1.418)  -0.176
F (-0.089, -5.049, -2.473)  -0.286
H (4.854, -3.113, -1.785)  0.040
H (5.311, -4.829, -1.539)  0.057
H (4.541, -4.286, -3.095)  0.061
H (3.199, -4.041, -0.284)  0.078
H (3.055, -5.597, -1.242)  0.091
H (1.916, -4.086, -3.131)  0.070
C (-0.573, -1.108, 1.849)  -0.166
C (-1.742, -0.179, 1.583)  -0.160
O (-1.275, 1.117, 1.982)  -0.205
S (0.312, 1.214, 1.697)  0.614
O (0.502, 1.878, 0.444)  -0.245
O (0.960, 1.645, 2.895)  -0.232
O (0.588, -0.357, 1.487)  -0.233
H (-0.501, -1.360, 2.910)  0.131
H (-0.629, -2.024, 1.260)  0.136
H (-2.631, -0.455, 2.146)  0.134
H (-1.983, -0.141, 0.518)  0.138
C (-1.822, 5.071, 0.965)  -0.161
C (-1.610, 4.194, -0.253)  -0.164
O (-2.808, 3.416, -0.357)  -0.186
S (-4.056, 4.290, 0.177)  0.629
O (-4.716, 4.879, -0.945)  -0.233
O (-4.754, 3.526, 1.160)  -0.230
O (-3.204, 5.444, 0.921)  -0.196
H (-1.647, 4.513, 1.889)  0.134
H (-1.190, 5.957, 0.952)  0.134
H (-0.741, 3.549, -0.153)  0.101
H (-1.515, 4.795, -1.162)  0.135